(1)
{
  "formula": "C19H9BeN5O9",
  "method": "the ωB97M-V functional and the def2-TZVPD basis",
  "charge": 0,
  "symbols": ["Be", "O", "N", "O", "C", "C", "C", "C", "C", "C", "N", "C", "C", "N", "C", "C", "C", "C", "H", "H", "H", "H", "H", "H", "H", "O", "C", "O", "C", "C", "C", "C", "C", "C", "O", "N", "O", "O", "N", "O", "O", "H", "H"],
  "positions_angstrom": [[-0.4796, -1.0413, -1.0666], [4.4233, -1.6980, 4.0762], [3.2119, -1.6845, 3.9930], [2.4614, -1.7028, 4.9483], [2.6212, -1.6419, 2.6376], [3.5067, -1.6308, 1.6101], [3.0831, -1.6075, 0.2513], [3.9526, -1.5754, -0.8537], [3.4174, -1.5588, -2.1181], [2.0274, -1.5691, -2.2797], [1.1964, -1.5963, -1.2564], [1.7132, -1.6072, -0.0101], [0.7797, -1.5950, 1.0724], [-0.5066, -1.5458, 0.6861], [-1.4617, -1.5379, 1.5881], [-1.1597, -1.5643, 2.9525], [0.1507, -1.5925, 3.3694], [1.1919, -1.6144, 2.4142], [4.5629, -1.6455, 1.8367], [5.0235, -1.5562, -0.6971], [4.0493, -1.5271, -2.9933], [1.5781, -1.5533, -3.2644], [-2.4801, -1.5076, 1.2164], [-1.9630, -1.5524, 3.6746], [0.3801, -1.5973, 4.4195], [-3.9881, -1.0564, -1.4354], [-2.8493, -0.6475, -1.5247], [-1.8059, -1.4198, -1.7223], [-2.5644, 0.8327, -1.4636], [-3.5982, 1.7395, -1.6065], [-3.3459, 3.1015, -1.5959], [-2.0514, 3.5949, -1.4567], [-1.0352, 2.6956, -1.3014], [-1.2486, 1.2998, -1.2585], [-0.2298, 0.5188, -1.0214], [0.3614, 3.1102, -1.1365], [1.0406, 3.1729, -2.1422], [0.7182, 3.4501, -0.0253], [-4.4465, 4.0425, -1.7228], [-4.1738, 5.2307, -1.7840], [-5.5759, 3.5938, -1.8007], [-4.6097, 1.3818, -1.7363], [-1.8775, 4.6616, -1.4728]],
  "forces_ev_per_a": [[-0.3, 0.3, 0.1], [-0.2, 0.0, -0.1], [0.2, 0.0, 0.2], [0.0, 0.0, -0.2], [0.1, 0.0, -0.4], [0.0, 0.0, 0.4], [-0.3, 0.0, -0.2], [-0.1, 0.0, 0.0], [0.1, 0.0, 0.0], [-0.1, 0.0, 0.0], [0.1, 0.0, 0.1], [0.5, -0.1, 0.0], [0.0, 0.0, 0.5], [0.3, 0.1, -0.1], [0.0, 0.0, -0.1], [0.1, 0.0, 0.1], [-0.2, 0.0, 0.0], [-0.1, 0.0, -0.1], [0.0, 0.0, 0.0], [0.0, 0.0, 0.0], [0.0, 0.0, 0.0], [0.0, 0.1, 0.0], [0.0, 0.0, 0.0], [0.0, 0.0, 0.0], [0.0, 0.0, 0.0], [0.2, 0.0, 0.0], [-0.4, 0.1, -0.3], [0.0, -0.3, 0.0], [0.3, 0.0, 0.1], [-0.2, 0.2, 0.0], [0.3, -0.4, 0.1], [0.0, 0.3, 0.0], [-0.2, -0.9, 0.1], [0.0, 0.2, -0.1], [0.1, 0.0, -0.1], [-0.1, 1.1, -0.1], [0.0, -0.3, 0.2], [0.0, -0.3, -0.1], [-0.3, 0.2, -0.4], [0.0, -0.2, 0.1], [0.2, 0.0, 0.1], [0.0, -0.1, 0.0], [0.0, 0.0, 0.0]]
}

---

(2)
{
  "formula": "C5H9N",
  "method": "the ωB97M-V functional and the def2-TZVPD basis",
  "smiles": "C1NC[C@@H]2C[C@@H]12",
  "e_above_lowest_kj_mol": 656.54,
  "charge": 0,
  "symbols": ["C", "C", "C", "C", "C", "H", "H", "H", "H", "H", "H", "H", "H", "H", "N"],
  "positions_angstrom": [[-1.0810, 0.8684, -0.3404], [0.2578, -0.1480, 1.3072], [0.2687, -0.8685, 0.0766], [1.0225, -1.2800, -1.1349], [0.2091, 0.1346, -1.1192], [-1.8133, 0.3104, -0.8051], [-1.2015, 2.0356, -0.3848], [-0.2673, 1.8445, 1.1632], [0.1094, -0.4941, 2.4256], [1.1141, 0.6500, 1.3547], [-0.6688, -1.2550, 0.1320], [0.3264, -2.0645, -1.5527], [2.1269, -1.0633, -1.3379], [1.2130, 0.6794, -0.9204], [-0.7145, 1.0169, 1.0271]],
  "forces_ev_per_a": [[2.8, 4.6, -1.5], [3.1, 5.5, 4.5], [2.0, 0.1, -0.9], [-2.5, 0.2, -0.5], [3.0, 1.1, 2.7], [-2.5, -1.0, 0.5], [-0.4, -2.0, -2.3], [1.4, 2.5, 0.4], [0.1, -0.2, -2.7], [0.0, -2.5, 0.4], [-2.7, -2.3, -0.7], [2.2, 0.2, -0.3], [-1.9, -1.0, 0.3], [-2.0, 0.5, -0.3], [-2.4, -5.8, 0.3]]
}

---

(3)
{
  "formula": "C21H33Br12F3O9",
  "method": "the ωB97M-V functional and the def2-TZVPD basis",
  "smiles": "O=C1OC[C@@H](F)O1.O=C1OC[C@@H](F)O1.O=C1OC[C@@H](F)O1.BrCCBr.BrCCBr.BrCCBr.BrCCBr.BrCCBr.BrCCBr",
  "e_above_lowest_kj_mol": 0.00,
  "charge": 0,
  "symbols": ["Br", "C", "C", "Br", "H", "H", "H", "H", "Br", "C", "C", "Br", "H", "H", "H", "H", "Br", "C", "C", "Br", "H", "H", "H", "H", "Br", "C", "C", "Br", "H", "H", "H", "H", "Br", "C", "C", "Br", "H", "H", "H", "H", "Br", "C", "C", "Br", "H", "H", "H", "H", "C", "C", "O", "C", "O", "O", "F", "H", "H", "H", "C", "C", "O", "C", "O", "O", "F", "H", "H", "H", "C", "C", "O", "C", "O", "O", "F", "H", "H", "H"],
  "positions_angstrom": [[-10.9987, -13.3173, -7.4626], [-9.9218, -11.6875, -7.1128], [-10.8189, -10.5615, -7.4405], [-9.7688, -8.9905, -7.0493], [-9.0348, -11.7967, -7.8064], [-9.5885, -11.5246, -6.1109], [-11.6163, -10.5509, -6.6857], [-11.1828, -10.4652, -8.4432], [-14.9360, -15.1370, -12.7914], [-14.1100, -14.1347, -11.2406], [-13.9057, -12.7062, -11.6780], [-13.3840, -11.6182, -10.0369], [-13.1852, -14.7129, -10.9749], [-14.8036, -14.2231, -10.4156], [-14.8234, -12.3376, -12.0737], [-13.1521, -12.5736, -12.4477], [-3.8037, -11.5505, -6.4928], [-5.2419, -10.2275, -6.2975], [-6.1466, -10.0131, -7.4845], [-5.3157, -9.0605, -8.8982], [-4.8480, -9.3080, -5.8986], [-5.9444, -10.4612, -5.5118], [-6.9528, -9.4409, -7.0532], [-6.4901, -10.9772, -7.8533], [-9.7990, -13.0169, -17.8639], [-9.5150, -14.4836, -16.6023], [-8.0051, -14.7140, -16.5456], [-7.7923, -15.9337, -15.0136], [-10.1106, -15.2201, -17.1474], [-9.9659, -14.1154, -15.6628], [-7.4052, -13.8322, -16.4239], [-7.7253, -15.2066, -17.4707], [-6.5272, -11.6803, -14.8675], [-5.7541, -12.3499, -13.1722], [-4.9260, -11.3526, -12.5318], [-4.5068, -11.9637, -10.7156], [-5.2897, -13.3318, -13.3764], [-6.6874, -12.4095, -12.6549], [-5.3439, -10.3582, -12.5224], [-3.9553, -11.1902, -13.0189], [-8.7872, -11.4913, -10.8118], [-9.7587, -13.1844, -11.2575], [-8.8324, -14.3816, -11.0619], [-9.9895, -15.9596, -11.0498], [-10.1426, -13.1231, -12.2834], [-10.5349, -13.1509, -10.5111], [-8.3779, -14.3926, -10.1012], [-8.0745, -14.5518, -11.9035], [-10.0611, -9.6539, -13.9885], [-11.5756, -9.5214, -13.8546], [-12.1032, -10.8180, -13.8128], [-11.0919, -11.6993, -14.0309], [-11.3016, -12.8906, -14.0889], [-9.9198, -11.0994, -14.2173], [-12.0810, -8.8643, -14.9997], [-9.4023, -9.5237, -13.1940], [-9.6900, -9.0278, -14.7869], [-12.0190, -8.9857, -12.9675], [-8.0522, -18.4059, -8.2034], [-7.5271, -18.0720, -6.7889], [-7.4206, -16.6800, -6.7874], [-7.5350, -16.2325, -8.0360], [-7.4058, -15.0489, -8.3319], [-7.8257, -17.1862, -8.9016], [-6.3279, -18.7132, -6.5311], [-9.1172, -18.6512, -8.2983], [-7.5453, -19.1997, -8.6241], [-8.2127, -18.3447, -6.0007], [-4.8216, -17.5446, -12.5940], [-5.0874, -16.2106, -11.9712], [-5.0216, -16.4978, -10.6366], [-5.0760, -17.8008, -10.4217], [-5.1664, -18.3006, -9.3418], [-4.9431, -18.5460, -11.5680], [-6.2772, -15.6509, -12.2623], [-3.7614, -17.5414, -12.9685], [-5.4826, -17.6385, -13.4355], [-4.4300, -15.3743, -12.2904]],
  "forces_ev_per_a": [[0.5, 0.2, 0.5], [0.9, -1.0, -2.1], [-0.4, 0.6, 1.1], [0.2, 0.9, -0.1], [-1.1, 0.2, 0.8], [0.1, -0.8, 0.8], [0.0, 0.1, -0.6], [-0.1, -0.2, -0.4], [0.5, 0.6, 0.8], [0.8, -1.1, -0.3], [0.6, -0.3, 0.6], [-0.3, -0.6, -1.2], [-0.8, 0.8, -0.4], [-0.2, 0.0, 0.0], [-0.7, 0.7, 0.1], [0.2, -0.1, 0.3], [-0.7, 0.6, 0.1], [-0.3, 0.1, 0.3], [0.6, -0.7, 0.8], [0.1, 0.6, -0.4], [0.7, 0.4, -0.4], [0.1, -1.2, 0.5], [-0.5, 0.3, -0.5], [-0.2, 0.1, -0.2], [0.0, 0.7, -0.3], [-0.1, 1.2, -0.2], [-1.5, -1.0, -0.2], [0.4, 0.2, -0.4], [0.5, -0.5, 0.9], [0.3, -0.6, -0.5], [0.0, 0.3, 0.5], [0.3, -0.3, 0.2], [0.5, 0.1, -0.2], [-1.4, -1.0, -1.2], [2.3, 1.2, 0.2], [-0.1, -0.1, -0.4], [-0.3, 0.7, 0.2], [-0.3, -0.7, 0.7], [-0.6, 0.1, 0.5], [-0.2, -0.4, 0.1], [-0.1, -0.3, -0.4], [0.7, -0.1, -0.1], [0.1, 0.1, -1.8], [-0.1, 0.0, -0.2], [0.2, 0.1, 0.6], [-0.4, -0.2, 0.0], [0.6, 0.1, 0.6], [-1.3, 0.5, 1.3], [-0.8, -1.6, -0.9], [-1.5, 1.6, 0.6], [1.0, 0.4, 0.0], [-0.6, -1.6, -0.9], [0.5, 1.4, 0.2], [-0.3, 0.5, -0.4], [0.6, -0.7, 1.0], [0.4, 0.8, 2.0], [-0.1, -0.4, -0.7], [0.8, -0.3, -1.0], [-1.0, 1.4, 1.1], [-0.6, -1.1, -0.1], [0.5, -0.7, 0.5], [0.5, 3.7, -1.3], [-0.2, -2.5, 0.7], [0.1, -0.4, -0.3], [-0.6, 0.8, -0.3], [0.1, 0.3, 0.6], [1.5, -1.4, -1.0], [0.0, -0.2, 0.3], [1.8, -0.2, -1.4], [1.3, 1.3, -0.6], [0.0, 1.2, 0.9], [0.2, -2.6, 1.2], [-0.1, 0.3, -0.4], [-0.6, 2.1, -0.1], [-1.5, -0.4, -0.1], [-1.0, -0.2, 0.3], [-0.4, -0.7, -0.3], [0.5, -0.9, 0.6]]
}

---

Number 1: maximum force 1.1 eV/A, Kohn-Sham gap 6.6 eV. Number 2: maximum force 7.8 eV/A, Kohn-Sham gap 9.8 eV. Number 3: maximum force 4.0 eV/A, Kohn-Sham gap 9.9 eV.